10
Properties=species:S:1:pos:R:3:forces:R:3 method="wB97M-V/def2-TZVPD" smiles="F/C(Cl)=C/CS" largest_force_ev_per_a=4.734 gap_ev=9.9 e_tot_ev=-29249.5784 de_lowest_kcal_mol=23.5
C 0.756 -0.707 0.221 2.428 -2.627 -0.005
C -0.290 -0.292 -0.623 -4.019 2.380 0.769
C -1.386 0.323 -0.102 0.749 -0.381 -2.165
H 1.436 1.598 0.080 -0.816 0.949 -1.040
H 1.479 -1.287 -0.404 -0.844 -0.164 0.581
H 0.377 -1.378 1.001 0.445 0.468 0.335
H -0.093 -0.331 -1.643 -0.366 0.105 -1.784
F -2.380 0.885 -0.836 0.739 -0.585 -0.188
S 1.809 0.593 0.792 1.648 -0.039 2.309
Cl -1.707 0.596 1.513 0.035 -0.107 1.189

=====

80
Properties=species:S:1:pos:R:3:forces:R:3 method="wB97M-V/def2-TZVPD" largest_force_ev_per_a=0.393 gap_ev=6.7 e_tot_ev=-72033.6358 de_lowest_kcal_mol=6.4
Sc -0.169 -1.527 0.742 0.016 -0.099 -0.380
O -3.294 0.294 -1.919 0.012 0.075 -0.102
C -4.343 0.173 -1.087 0.011 -0.094 0.073
C -5.519 0.837 -1.432 -0.006 0.069 -0.081
C -6.633 0.744 -0.626 -0.011 -0.033 0.052
C -6.606 -0.018 0.545 -0.004 0.014 -0.020
C -5.451 -0.684 0.887 0.043 0.020 -0.054
C -4.304 -0.601 0.085 -0.034 -0.029 -0.088
C -3.089 -1.321 0.473 0.127 -0.239 0.216
O -1.971 -1.092 -0.167 -0.248 0.142 0.011
N -3.152 -2.186 1.464 -0.207 0.107 -0.102
N -1.902 -2.649 1.711 0.170 0.036 -0.040
C -1.731 -3.619 2.518 -0.060 0.021 0.040
C -0.347 -4.034 2.742 0.099 -0.018 0.006
C -0.016 -5.069 3.598 -0.067 -0.046 0.049
C 1.320 -5.393 3.776 0.008 0.012 -0.010
C 2.279 -4.666 3.095 -0.014 -0.044 0.038
C 1.864 -3.649 2.251 0.002 0.108 -0.083
N 0.582 -3.337 2.063 0.138 -0.006 0.171
H -2.535 -0.168 -1.509 0.005 0.021 0.030
H -5.526 1.422 -2.343 -0.005 -0.013 0.028
H -7.537 1.270 -0.907 0.009 -0.005 0.004
H -7.481 -0.085 1.176 0.005 0.003 -0.013
H -5.399 -1.285 1.784 -0.003 0.005 -0.001
H -2.563 -4.106 3.017 -0.015 0.000 0.005
H -0.801 -5.605 4.115 0.020 -0.004 0.001
H 1.605 -6.199 4.439 -0.005 0.006 -0.003
H 3.334 -4.872 3.203 -0.006 -0.004 0.005
H 2.583 -3.058 1.700 -0.019 -0.003 -0.003
N 4.412 -1.925 -3.660 -0.025 -0.030 0.068
C 3.950 -2.386 -2.706 -0.013 -0.106 0.067
N 3.457 -2.977 -1.616 -0.046 0.293 -0.052
C 2.469 -2.470 -1.004 0.012 -0.234 -0.133
N 1.550 -2.109 -0.365 0.043 -0.088 -0.115
C 0.163 3.614 -1.307 -0.025 -0.019 -0.048
C 0.079 2.706 -2.534 0.025 -0.068 0.100
C -1.283 2.801 -3.211 0.070 0.006 0.023
Sb 0.579 0.677 -1.928 0.039 0.108 0.046
C 2.742 0.923 -1.814 -0.099 -0.062 -0.041
C 3.166 1.060 -0.353 0.013 0.053 -0.055
C 3.289 2.069 -2.658 0.029 -0.019 0.048
C 0.327 -0.276 -3.865 -0.045 0.012 0.081
C 0.329 -1.799 -3.743 0.087 0.059 -0.074
C 1.298 0.205 -4.936 -0.043 -0.048 0.000
H -0.018 4.657 -1.585 0.003 -0.012 0.012
H 1.142 3.563 -0.824 -0.017 0.017 0.003
H -0.588 3.334 -0.563 0.013 0.003 -0.002
H 0.851 2.996 -3.249 0.008 -0.008 0.005
H -2.084 2.460 -2.555 -0.036 -0.017 0.012
H -1.326 2.208 -4.126 -0.020 0.004 -0.002
H -1.492 3.841 -3.484 -0.003 -0.018 0.005
H 3.137 -0.012 -2.218 0.009 0.010 -0.005
H 2.783 1.989 0.078 0.011 -0.013 0.021
H 4.258 1.087 -0.275 -0.014 -0.003 0.004
H 2.795 0.242 0.265 0.006 -0.001 0.027
H 2.930 3.036 -2.298 0.018 -0.009 -0.010
H 3.020 1.973 -3.709 0.022 0.025 0.011
H 4.382 2.082 -2.595 -0.020 0.002 -0.006
H -0.685 0.042 -4.135 -0.023 -0.016 -0.005
H 1.335 -2.178 -3.555 0.011 0.004 0.030
H -0.007 -2.253 -4.681 -0.004 -0.001 0.016
H -0.326 -2.152 -2.945 -0.032 -0.018 0.018
H 2.328 -0.064 -4.692 -0.006 0.009 0.003
H 1.240 1.286 -5.080 0.027 -0.013 -0.004
H 1.060 -0.270 -5.894 0.014 0.023 0.004
C 2.321 2.608 3.306 0.005 -0.011 -0.004
C 0.986 2.011 3.773 -0.003 0.010 0.014
C 1.124 1.488 5.210 0.008 0.005 -0.011
C -0.106 3.089 3.716 0.000 -0.017 -0.007
C 0.613 0.899 2.886 -0.049 -0.040 -0.021
C 0.289 -0.017 2.150 0.105 0.232 0.236
H 2.616 3.425 3.969 -0.012 -0.010 -0.005
H 2.233 2.998 2.292 0.007 -0.002 0.004
H 3.108 1.852 3.314 -0.006 0.009 -0.004
H 1.394 2.307 5.880 -0.004 -0.008 -0.013
H 1.899 0.722 5.268 -0.008 0.005 0.004
H 0.184 1.053 5.552 0.009 0.003 0.001
H 0.161 3.923 4.368 -0.003 -0.008 -0.006
H -1.065 2.683 4.042 0.008 0.009 -0.003
H -0.222 3.464 2.698 -0.003 0.001 0.010

=====

62
Properties=species:S:1:pos:R:3:forces:R:3 method="wB97M-V/def2-TZVPD" largest_force_ev_per_a=7.548 gap_ev="3.6 / 4.7" e_tot_ev=-108764.3887 charge=+2 s_squared=20.01 spin_multiplicity=9 de_lowest_kcal_mol=78.9
Cr 0.575 -0.715 3.554 -0.554 -0.366 -2.310
Cr -1.775 2.584 0.408 -0.119 -2.373 -1.185
O -7.979 -1.825 5.181 4.827 4.079 -0.044
C -6.984 -1.020 5.128 -6.198 -3.890 1.852
O -6.060 -1.085 4.225 2.782 0.438 -2.211
B -5.050 -0.037 4.397 -2.722 0.007 1.612
O -5.597 0.733 5.552 3.319 0.738 -1.915
C -6.650 0.176 6.042 -5.216 2.115 4.496
O -7.328 0.702 6.987 3.015 -2.968 -4.195
O -4.689 0.792 3.223 1.494 1.445 -1.681
C -3.404 0.871 3.013 -1.360 0.451 -0.972
O -2.827 1.515 2.120 0.148 0.488 -0.041
C -2.706 -0.071 4.014 -1.944 0.162 0.149
O -3.713 -0.550 4.670 4.381 -1.636 1.243
O -1.479 -0.248 4.083 0.260 -0.575 0.290
N -0.120 -0.242 0.334 5.173 0.757 0.083
O -0.960 0.576 0.052 -3.837 3.185 -1.085
O 0.872 -0.376 -0.346 -0.319 -0.544 -1.261
O -0.113 -0.765 1.440 -1.141 -1.769 4.066
C -1.282 -2.230 -1.925 0.512 0.987 -0.392
C -0.216 -2.298 -3.022 -0.249 -1.110 -0.654
O -0.845 -1.850 -4.206 -1.307 1.710 0.325
C -0.499 -2.335 -5.464 2.416 -1.516 -0.329
C 1.037 -2.283 -5.735 -0.143 -0.601 -0.297
H -0.929 -2.450 -0.917 0.234 -0.256 -0.095
H -1.586 -1.184 -1.950 -0.551 0.034 0.234
H -2.130 -2.871 -2.164 0.132 0.092 -0.043
H 0.686 -1.698 -2.902 0.065 0.127 0.674
H 0.101 -3.337 -3.106 0.180 -0.211 -0.269
H -0.867 -3.360 -5.508 0.222 -0.346 -0.282
H -0.916 -1.843 -6.343 -0.738 0.719 0.810
H 1.225 -2.587 -6.765 -0.176 0.248 -0.219
H 1.669 -2.989 -5.197 -0.333 -0.044 0.554
H 1.477 -1.295 -5.600 -0.253 0.182 -0.002
O 2.552 -1.243 2.596 -2.211 0.336 2.456
C 3.584 -0.919 2.032 1.682 1.412 -1.806
O 4.650 -0.299 2.565 -1.123 -1.784 -0.553
C 4.771 -0.110 4.000 -0.020 1.800 0.501
C 6.082 0.630 4.270 1.554 -0.603 -0.967
C 3.778 -1.221 0.545 0.314 -0.294 1.586
H 4.736 -1.006 4.619 -0.137 -0.356 -0.615
H 3.905 0.516 4.218 -0.034 0.102 0.568
H 6.313 0.979 5.276 -0.748 -0.099 0.036
H 6.431 1.378 3.558 -1.262 0.746 -0.036
H 6.919 -0.024 4.022 -0.095 -0.887 0.463
H 4.509 -2.014 0.702 0.534 -0.077 -0.858
H 4.204 -0.359 0.031 0.104 -0.284 0.000
H 2.916 -1.670 0.050 -0.025 0.422 0.349
O -1.287 3.115 -1.705 -0.998 -1.688 4.750
C -0.821 3.398 -2.779 1.010 0.341 -3.182
O 0.083 2.726 -3.480 -1.145 0.810 0.979
C 0.644 1.496 -3.017 0.317 -1.312 0.439
C 2.085 1.671 -2.575 -0.226 0.483 -1.271
C -1.202 4.641 -3.457 -0.075 0.758 -1.027
H 0.592 0.803 -3.857 -0.041 0.178 -0.125
H 0.042 1.035 -2.233 -0.165 0.372 0.007
H 2.649 2.039 -3.432 0.075 0.050 -0.101
H 2.503 0.684 -2.375 -0.009 0.239 0.635
H 2.188 2.460 -1.830 0.109 -0.498 0.510
H -1.503 4.499 -4.495 0.399 -0.375 -0.092
H -0.240 5.153 -3.473 -0.186 0.700 -0.209
H -2.017 5.238 -3.049 0.401 -0.255 0.660

=====

33
Properties=species:S:1:pos:R:3:forces:R:3 method="wB97M-V/def2-TZVPD" smiles=NCCCCN.O.O.O.O.O largest_force_ev_per_a=1.589 gap_ev=8.9 e_tot_ev=-17722.3802 de_lowest_kcal_mol=0.0
C -1.980 1.398 0.114 0.274 0.616 0.015
C -0.701 2.105 0.620 -0.500 0.274 0.049
C 0.563 1.934 -0.237 -0.824 0.077 -0.386
N 1.225 3.225 -0.520 0.049 -1.049 1.193
C -2.519 0.303 1.051 0.710 0.200 -0.410
N -1.641 -0.773 1.457 -0.114 -0.558 -0.260
H -1.841 1.119 -0.936 0.048 -0.619 0.156
H -2.802 2.122 0.050 0.078 0.095 0.095
H -0.551 1.785 1.654 0.289 0.100 -0.027
H -0.888 3.181 0.642 0.013 -0.015 0.136
H 0.238 1.463 -1.173 0.175 -0.186 0.004
H 1.252 1.245 0.246 0.251 0.080 0.083
H 2.203 3.012 -0.658 -0.039 0.646 -0.574
H 0.764 3.693 -1.282 0.397 0.068 -0.328
H -2.805 0.832 1.961 -0.573 -0.203 -0.047
H -3.353 -0.130 0.493 -0.433 0.027 0.567
H -1.142 -1.179 0.681 0.240 -0.032 0.156
H -1.061 -0.670 2.278 -0.028 0.575 -0.358
H -1.414 -2.648 -1.151 -0.228 -0.128 -0.062
H -1.151 -3.484 0.167 -0.394 0.045 -0.079
O -0.758 -2.930 -0.509 0.530 0.022 0.076
H 0.641 -2.155 -2.468 -0.162 0.486 -0.454
H 0.475 -1.557 -3.858 -0.258 0.064 0.198
O 0.063 -1.536 -2.982 0.464 -0.399 0.055
H 0.957 -3.170 -1.022 0.311 -0.161 0.198
H 2.425 -2.601 -1.101 -0.524 -0.186 -0.317
O 1.788 -3.210 -1.529 0.137 0.088 0.188
H 0.439 -0.545 4.277 0.158 0.505 0.035
H 0.748 0.995 4.169 -0.091 -0.394 0.088
O 0.609 0.184 3.662 -0.062 -0.145 -0.069
H 2.791 -0.166 -1.235 0.071 -0.011 -0.210
H 4.077 -0.902 -1.748 -0.344 0.199 0.118
O 3.350 -0.939 -1.111 0.379 -0.078 0.172

=====

Copy entry 1 word for word.
10
Properties=species:S:1:pos:R:3:forces:R:3 method="wB97M-V/def2-TZVPD" smiles="F/C(Cl)=C/CS" largest_force_ev_per_a=4.734 gap_ev=9.9 e_tot_ev=-29249.5784 de_lowest_kcal_mol=23.5
C 0.756 -0.707 0.221 2.428 -2.627 -0.005
C -0.290 -0.292 -0.623 -4.019 2.380 0.769
C -1.386 0.323 -0.102 0.749 -0.381 -2.165
H 1.436 1.598 0.080 -0.816 0.949 -1.040
H 1.479 -1.287 -0.404 -0.844 -0.164 0.581
H 0.377 -1.378 1.001 0.445 0.468 0.335
H -0.093 -0.331 -1.643 -0.366 0.105 -1.784
F -2.380 0.885 -0.836 0.739 -0.585 -0.188
S 1.809 0.593 0.792 1.648 -0.039 2.309
Cl -1.707 0.596 1.513 0.035 -0.107 1.189